# 1
Here is a structure of composition H17LiO9 in a non-equilibrium geometry from the Open Molecules 2025 dataset. Energies are from wB97M-V/def2-TZVPD.

Each line ends with the Mulliken charge.
Cartesian coordinates (Å):
O: 3.601 11.335 40.537  -0.734
O: 3.467 14.639 40.423  -0.711
H: 4.401 9.861 40.161  0.245
H: 4.036 12.197 39.079  0.186
H: 2.346 10.191 39.873  0.245
O: 0.810 11.661 43.475  -0.640
H: 6.828 13.604 40.281  0.351
H: 3.647 14.873 39.452  0.388
O: 6.004 13.451 40.893  -0.769
O: 4.503 12.289 38.208  -0.681
Li: 5.546 11.398 40.861  0.873
O: 0.464 11.789 40.894  -0.702
O: 4.740 8.908 39.937  -0.622
H: 2.768 13.948 40.246  0.361
H: 1.603 9.059 39.035  0.298
H: 3.311 11.876 41.156  0.069
H: 1.205 12.142 44.239  0.333
H: 0.634 11.884 41.878  0.564
H: 1.121 11.129 40.797  0.150
H: 3.001 9.991 41.820  0.281
H: 3.686 11.856 37.619  0.380
H: 5.015 13.801 40.602  0.406
H: 1.567 11.099 43.260  0.341
H: 3.098 8.657 42.108  0.361
H: 5.417 8.957 39.324  0.285
O: 1.641 10.038 39.285  -0.684
O: 2.550 9.416 42.333  -0.576

Properties
Energy above the lowest of the compared OMol25 structures with the same formula, charge and spin ... 14.6 kcal per mole
Charge ... 0
Frontier orbital gap ... 9.112 eV



# 2
Here is a cluster of 8 separate species, H17NO7 in total in a non-equilibrium geometry from the Open Molecules 2025 dataset. Energies are from wB97M-V/def2-TZVPD.

Each line ends with the Mulliken charge.
Cartesian coordinates (Å):
H: -1.415 -0.576 1.093  0.326
H: 1.085 2.270 0.713  0.345
H: -2.915 1.522 -0.858  0.191
O: -1.224 -1.503 1.436  -0.719
N: -2.059 0.969 -0.970  -0.613
H: -0.339 -2.820 -1.224  0.320
O: 0.182 2.196 -1.642  -0.587
H: 3.051 -1.670 1.051  0.304
H: -1.134 -2.917 0.102  0.385
H: 1.580 -1.896 0.613  0.320
H: 0.504 1.109 2.298  0.341
O: 2.512 -2.038 0.288  -0.635
O: 1.907 1.809 0.939  -0.698
H: 1.875 1.204 0.167  0.329
O: 0.682 -0.761 -1.404  -0.510
H: -0.373 0.775 3.394  0.282
H: 1.074 1.971 -1.898  0.286
H: -0.022 3.172 -1.870  0.258
H: 0.011 0.002 -1.510  0.289
H: -1.642 1.012 -1.880  0.215
H: -1.326 1.148 -0.298  0.211
H: -2.172 -1.893 1.497  0.325
O: -0.394 1.105 2.551  -0.562
O: -0.874 -3.521 -0.614  -0.667
H: 1.424 -0.669 -1.976  0.264

Properties
Energy above the lowest of the compared OMol25 structures with the same formula, charge and spin ... 46.7 kcal per mole
Charge ... 0
Frontier orbital gap ... 9.848 eV
Structure (SMILES) ... N.O.O.O.O.O.O.O



# 3
Here is a cluster of 8 separate species, H17O8 in total in a non-equilibrium geometry from the Open Molecules 2025 dataset. Energies are from wB97M-V/def2-TZVPD.

Each line ends with the Mulliken charge.
Cartesian coordinates (Å):
H: -3.021 0.489 0.905  0.270
O: -2.204 0.492 1.294  -0.538
H: 1.688 3.302 0.006  0.299
H: -1.424 -3.283 -0.602  0.321
H: -0.470 -0.703 -0.054  0.496
H: -0.657 -3.175 2.213  0.327
H: 2.204 0.128 -3.462  0.310
H: 1.163 0.040 3.194  0.293
H: 0.870 3.144 1.219  0.268
O: 1.407 -0.178 -3.821  -0.636
O: -0.359 1.176 -2.014  -0.618
H: 0.404 -0.168 1.139  0.277
O: -0.398 -2.266 1.775  -0.637
H: -0.280 2.101 -2.279  0.308
H: 2.508 0.601 2.409  0.339
H: -1.232 1.187 -2.177  0.249
H: -2.159 0.111 2.102  0.274
H: 0.789 0.245 -3.033  0.364
O: -1.184 -2.368 -0.941  -0.745
H: -0.686 -2.447 -1.835  0.376
O: 1.518 0.668 2.596  -0.659
H: 0.537 0.708 -0.115  0.394
O: 0.935 2.867 0.342  -0.576
O: 0.328 -0.097 0.300  -0.112
H: -0.269 -2.565 0.850  0.357

Properties
Energy above the lowest of the compared OMol25 structures with the same formula, charge and spin ... 82.6 kcal per mole
Charge ... +1
Frontier orbital gap ... 10.583 eV



# 4
Here is a structure of composition H18O11V in a non-equilibrium geometry from the Open Molecules 2025 dataset. Energies are from wB97M-V/def2-TZVPD.

Each line ends with the Mulliken charge.
Cartesian coordinates (Å):
H: -5.914 -0.854 -4.249  0.296
H: -10.486 -4.682 -4.801  0.277
H: -6.331 -0.783 -2.796  0.280
V: -8.271 -2.651 -3.770  1.222
O: -9.711 -4.497 -4.272  -0.462
H: -7.348 -4.955 -2.026  0.270
O: -7.186 -4.348 -2.748  -0.399
H: -11.858 -1.478 -7.324  0.275
H: -11.294 0.041 -4.096  0.255
H: -7.462 1.001 -6.244  0.266
O: -8.917 -3.038 -8.234  -0.587
H: -6.037 -3.674 -5.224  0.290
O: -10.711 0.277 -4.817  -0.542
H: -9.745 -5.138 -3.562  0.291
O: -8.628 -2.220 -2.258  -0.612
O: -6.521 -1.238 -3.617  -0.392
O: -10.342 -1.788 0.937  -0.603
O: -11.132 -0.873 -7.475  -0.607
H: -9.602 -2.265 0.563  0.300
H: -10.433 -1.013 0.383  0.310
H: -8.450 -2.541 -7.562  0.283
H: -11.021 1.135 -5.106  0.296
O: -9.102 -1.789 -4.839  -0.179
H: -9.618 -3.484 -7.757  0.294
H: -7.051 -4.036 -6.288  0.283
H: -6.252 -4.440 -2.934  0.280
H: -8.745 0.199 -6.228  0.310
O: -7.883 0.239 -6.641  -0.625
O: -6.962 -3.578 -5.453  -0.413
H: -10.811 -0.660 -6.598  0.346

Properties
Energy above the lowest of the compared OMol25 structures with the same formula, charge and spin ... 29.8 kcal per mole
Charge ... +1
Frontier orbital gap ... 8.239 eV



# 5
Here is a structure of composition H18O23S2V3 in a non-equilibrium geometry from the Open Molecules 2025 dataset. Energies are from wB97M-V/def2-TZVPD.

Each line ends with the Mulliken charge.
Cartesian coordinates (Å):
O: -3.899 -1.640 2.917  -0.428
O: -6.513 -4.374 6.659  -0.743
O: -6.124 -6.225 1.898  0.404
H: -1.642 -4.509 3.611  0.339
O: -9.405 -3.129 0.169  -0.671
H: -3.842 -0.687 3.036  0.235
O: -7.157 -5.481 3.858  0.508
O: -6.077 -7.941 -0.291  -0.671
H: -4.047 -7.447 3.314  0.407
V: -9.349 -4.958 4.302  1.111
O: -8.428 -5.282 0.414  -0.843
O: -8.188 -8.350 3.906  -0.668
O: -6.869 -1.634 3.583  -0.650
O: -3.425 -8.116 2.925  -0.717
V: -6.698 -6.475 -0.097  1.314
H: -2.870 -4.831 2.762  0.274
O: -3.281 -5.316 6.101  -0.842
S: -8.598 -3.959 1.032  1.087
V: -5.317 -2.731 1.534  0.979
S: -5.878 -5.552 3.192  -0.395
H: -3.117 -7.719 2.104  0.328
H: -8.015 -8.016 3.019  0.279
H: -4.928 -7.664 5.093  0.417
H: -3.997 -5.245 6.750  0.370
O: -4.519 -2.839 5.772  -0.902
O: -5.421 -4.159 3.040  0.557
O: -5.800 -5.377 -0.795  -0.526
H: -3.645 -5.908 5.416  0.410
O: -4.400 -3.608 0.565  -0.651
H: -3.947 -8.434 5.990  0.320
H: -3.038 -1.989 3.189  0.291
H: -4.920 -2.689 4.905  0.393
O: -9.374 -6.017 5.477  -0.590
H: -5.787 -3.735 6.440  0.562
H: -7.605 -1.147 3.964  0.289
O: -8.812 -3.577 4.933  -0.542
H: -4.124 -3.737 5.710  0.402
O: -5.458 -1.359 0.731  -0.606
H: -7.628 -7.815 4.481  0.310
O: -7.275 -3.321 1.289  -0.438
H: -7.168 -2.555 3.588  0.124
O: -2.011 -4.390 2.728  -0.677
H: -6.772 -4.753 5.806  0.192
O: -4.886 -8.281 5.851  -0.675
O: -4.914 -6.268 4.060  0.040
O: -9.253 -4.111 2.346  -0.707

Properties
Energy above the lowest of the compared OMol25 structures with the same formula, charge and spin ... 35.9 kcal per mole
Charge ... -1
Frontier orbital gap ... 7.690 eV



# 6
Here is a cluster of 9 separate species, H18O9 in total in a non-equilibrium geometry from the Open Molecules 2025 dataset. Energies are from wB97M-V/def2-TZVPD.

Each line ends with the Mulliken charge.
Cartesian coordinates (Å):
H: -2.514 9.382 5.723  0.358
O: -5.208 9.871 8.144  -0.610
H: -3.400 8.129 5.871  0.387
H: -3.113 10.505 7.393  0.372
H: -4.620 9.550 5.007  0.337
H: -9.184 6.436 4.207  0.277
H: -5.187 7.736 3.282  0.311
O: -4.706 6.825 6.440  -0.722
H: -7.515 7.720 8.813  0.251
H: -4.889 6.530 5.494  0.351
H: -8.758 10.286 6.119  0.304
H: -1.637 11.005 7.655  0.301
O: -3.083 8.770 5.211  -0.687
H: -7.509 9.971 5.398  0.287
H: -5.811 9.464 7.504  0.340
O: -5.358 10.211 5.219  -0.598
H: -9.005 8.010 4.382  0.319
O: -2.311 10.897 6.945  -0.676
H: -6.710 7.288 3.449  0.328
O: -8.280 9.540 5.707  -0.627
H: -4.902 9.180 8.743  0.298
H: -5.540 7.136 6.772  0.336
H: -7.942 8.353 7.313  0.340
H: -4.876 10.949 5.654  0.264
O: -8.620 7.195 4.083  -0.637
O: -5.790 7.064 3.642  -0.615
O: -7.325 8.335 8.071  -0.590

Properties
Energy above the lowest of the compared OMol25 structures with the same formula, charge and spin ... 34.8 kcal per mole
Charge ... 0
Frontier orbital gap ... 11.009 eV
Structure (SMILES) ... O.O.O.O.O.O.O.O.O



Calculated E_tot in order - -18908.24687 -16097.70407 -16647.37221 -48496.40944 -146124.58005 -18720.62583 eV